This record from the Open Molecules 2025 dataset describes a structure of composition C56H47LaN3O2P4S2Te at a distorted geometry. The level of theory is ωB97M-V with the def2-TZVPD basis set.

Geometry as XYZ:
```
116
Properties=species:S:1:pos:R:3:lowdin_charge:R:1
La 0.003 -0.120 -0.793 1.412
S -1.372 -2.091 0.969 0.218
P -2.770 -2.106 -0.524 0.382
C -2.213 -0.994 -1.638 -0.754
P -2.395 -0.297 -3.178 0.389
S -1.224 1.376 -3.128 0.143
C -4.104 0.195 -3.666 -0.328
C -4.621 1.237 -2.946 -0.100
C -5.994 1.555 -3.069 -0.089
C -6.756 0.918 -4.012 -0.100
C -6.200 -0.133 -4.783 -0.115
C -4.885 -0.376 -4.688 -0.121
C -1.770 -1.169 -4.602 -0.389
C -1.975 -0.547 -5.798 -0.140
C -1.386 -1.091 -6.946 -0.088
C -0.652 -2.242 -6.807 -0.087
C -0.502 -2.917 -5.563 -0.063
C -1.036 -2.360 -4.446 -0.091
C -4.240 -1.531 0.338 -0.340
C -5.522 -2.090 0.126 -0.074
C -6.602 -1.349 0.514 -0.108
C -6.539 -0.089 1.107 -0.097
C -5.286 0.418 1.360 -0.082
C -4.139 -0.283 0.952 -0.101
C -3.157 -3.790 -0.957 -0.341
C -2.882 -4.384 -2.197 -0.059
C -2.760 -5.779 -2.245 -0.089
C -3.126 -6.529 -1.142 -0.099
C -3.445 -5.948 0.091 -0.085
C -3.445 -4.583 0.189 -0.123
H -3.951 1.901 -2.342 0.101
H -6.446 2.305 -2.504 0.078
H -7.820 1.303 -4.214 0.122
H -6.854 -0.770 -5.397 0.107
H -4.492 -1.267 -5.294 0.133
H -2.625 0.359 -5.852 0.118
H -1.534 -0.626 -7.941 0.111
H -0.310 -2.635 -7.735 0.085
H 0.029 -3.844 -5.497 0.102
H -0.825 -2.854 -3.511 0.093
H -5.597 -3.072 -0.358 0.106
H -7.641 -1.659 0.387 0.100
H -7.363 0.458 1.455 0.082
H -5.161 1.399 1.798 0.098
H -3.201 0.221 1.122 0.056
H -2.863 -3.765 -3.120 0.103
H -2.587 -6.328 -3.166 0.100
H -3.060 -7.662 -1.229 0.119
H -3.834 -6.517 0.899 0.092
H -3.586 -4.062 1.122 0.092
Te 1.836 0.514 4.212 1.300
C 3.356 1.779 4.931 -0.528
C 3.120 2.091 6.298 -0.181
C 4.090 2.827 6.939 -0.211
N 5.179 3.386 6.424 0.038
C 5.328 3.154 5.104 -0.168
C 4.502 2.343 4.363 -0.124
C 2.060 1.110 2.217 -0.988
P 2.758 -0.085 1.053 0.810
C 4.385 0.420 0.532 -0.410
C 5.231 -0.465 -0.124 -0.096
C 6.569 -0.105 -0.455 -0.076
C 6.988 1.203 -0.231 -0.121
C 6.095 2.157 0.248 -0.089
C 4.837 1.736 0.716 -0.107
C 3.089 -1.755 1.702 -0.399
C 4.021 -1.845 2.792 -0.141
C 4.358 -3.062 3.383 -0.083
C 3.836 -4.255 2.819 -0.109
C 2.940 -4.166 1.803 -0.089
C 2.544 -2.928 1.277 -0.092
P 0.836 2.174 1.448 0.772
C 1.437 3.755 0.891 -0.380
C 1.214 4.067 -0.438 -0.087
C 1.739 5.316 -0.938 -0.072
C 2.605 6.071 -0.219 -0.115
C 3.011 5.654 1.038 -0.093
C 2.478 4.504 1.620 -0.075
C -0.384 2.528 2.714 -0.421
C -0.119 3.542 3.639 -0.121
C -0.980 3.765 4.669 -0.109
C -2.135 3.031 4.950 -0.076
C -2.391 2.002 4.037 -0.078
C -1.495 1.708 2.984 -0.102
H 2.228 1.820 6.854 0.077
H 3.963 3.054 8.037 0.110
H 6.191 3.614 4.583 0.108
H 4.715 2.261 3.308 0.071
H 4.859 -1.423 -0.483 0.104
H 7.256 -0.836 -0.881 0.098
H 7.994 1.512 -0.490 0.090
H 6.307 3.232 0.330 0.102
H 4.092 2.421 1.118 0.062
H 4.531 -0.917 3.179 0.104
H 5.058 -3.067 4.228 0.099
H 4.181 -5.202 3.155 0.084
H 2.526 -5.163 1.441 0.128
H 1.728 -2.795 0.560 0.067
H 0.507 3.505 -1.062 0.077
H 1.379 5.646 -1.874 0.086
H 2.951 6.970 -0.536 0.068
H 3.680 6.311 1.641 0.113
H 2.722 4.189 2.648 0.098
H 0.639 4.232 3.466 0.071
H -0.819 4.661 5.238 0.095
H -2.804 3.420 5.727 0.103
H -3.354 1.480 4.081 0.099
H -1.681 0.836 2.370 0.057
N 2.369 0.380 -2.324 -0.033
N 2.779 -1.047 -2.565 0.007
C 1.965 -2.212 -2.280 -0.698
O 2.367 -3.248 -2.788 0.030
O 0.970 -2.051 -1.439 -0.360
H 2.114 0.705 -3.248 0.060
H 3.227 0.852 -2.042 0.068
H 3.135 -1.099 -3.489 0.099
```

Summary:
Orbital gap: 6.58 eV
Relative energy (zero: lowest compared OMol25 entry of this formula, charge and spin): 0.784 eV
HOMO: -4.41 eV
Multiplicity: 1
Charge: -1

This record from the Open Molecules 2025 dataset describes a structure of composition C56H47N4O4P3RbSSbSe4Si at a distorted geometry. The level of theory is ωB97M-V with the def2-TZVPD basis set.

Geometry as XYZ:
```
122
Properties=species:S:1:pos:R:3:lowdin_charge:R:1
Rb 1.648 -1.556 -0.354 0.716
C 4.861 4.590 -0.744 -0.102
C 4.865 3.854 -1.919 -0.096
C 3.867 2.923 -2.171 -0.080
C 2.856 2.711 -1.240 -0.335
C 2.872 3.440 -0.049 -0.101
C 3.863 4.374 0.196 -0.073
P 1.456 1.529 -1.454 1.107
C 1.371 1.334 -3.280 -0.374
C 0.287 1.733 -4.062 -0.101
C 0.224 1.383 -5.405 -0.075
C 1.223 0.615 -5.979 -0.072
C 2.291 0.186 -5.203 -0.057
C 2.357 0.531 -3.865 -0.111
C 0.165 2.805 -1.153 -0.367
C 0.132 3.996 -1.884 -0.087
C -0.827 4.955 -1.623 -0.072
C -1.755 4.746 -0.609 -0.082
C -1.700 3.589 0.146 -0.129
C -0.746 2.602 -0.121 -0.275
Si -0.667 1.168 1.129 0.707
C 0.044 2.128 2.637 -0.249
C -0.015 3.454 3.039 -0.071
C 0.613 3.841 4.218 -0.082
C 1.279 2.907 5.000 -0.076
C 1.357 1.579 4.604 -0.073
C 0.754 1.210 3.415 -0.341
P 0.642 -0.350 2.518 1.038
C -0.864 -1.054 3.381 -0.336
C -1.684 -1.903 2.642 -0.108
C -2.841 -2.436 3.183 -0.058
C -3.198 -2.115 4.485 -0.092
C -2.379 -1.290 5.242 -0.088
C -1.218 -0.765 4.694 -0.073
C 1.791 -1.556 3.281 -0.277
C 3.034 -1.130 3.748 -0.079
C 3.853 -2.010 4.435 -0.072
C 3.450 -3.320 4.649 -0.077
C 2.223 -3.749 4.170 -0.083
C 1.395 -2.875 3.487 -0.114
C -2.476 0.761 1.550 -0.306
C -3.186 1.184 2.667 -0.086
C -4.520 0.832 2.806 -0.084
C -5.148 0.075 1.822 -0.082
C -4.449 -0.343 0.699 -0.063
C -3.109 -0.002 0.563 -0.369
P -1.904 -0.445 -0.765 1.111
C -2.388 -2.177 -1.135 -0.349
C -3.586 -2.453 -1.789 -0.122
C -3.942 -3.761 -2.070 -0.079
C -3.116 -4.809 -1.694 -0.109
C -1.923 -4.545 -1.043 -0.097
C -1.558 -3.239 -0.768 -0.141
C -2.666 0.470 -2.170 -0.305
C -2.612 -0.015 -3.477 -0.119
C -3.157 0.716 -4.522 -0.079
C -3.744 1.950 -4.287 -0.096
C -3.815 2.435 -2.989 -0.086
C -3.294 1.693 -1.939 -0.089
H 5.633 5.329 -0.567 0.092
H 5.649 4.015 -2.650 0.095
H 3.873 2.376 -3.104 0.088
H 2.101 3.271 0.693 0.103
H 3.853 4.929 1.125 0.105
H -0.528 2.294 -3.625 0.095
H -0.629 1.695 -5.994 0.100
H 1.156 0.319 -7.017 0.106
H 3.055 -0.443 -5.640 0.113
H 3.163 0.146 -3.248 0.110
H 0.874 4.170 -2.655 0.116
H -0.852 5.870 -2.202 0.100
H -2.508 5.496 -0.396 0.101
H -2.416 3.434 0.947 0.106
H -0.533 4.190 2.434 0.094
H 0.587 4.880 4.526 0.095
H 1.753 3.221 5.922 0.098
H 1.888 0.860 5.215 0.110
H -1.414 -2.141 1.618 0.086
H -3.467 -3.086 2.585 0.115
H -4.111 -2.513 4.911 0.097
H -2.653 -1.048 6.262 0.096
H -0.585 -0.116 5.288 0.100
H 3.354 -0.109 3.597 0.087
H 4.817 -1.670 4.795 0.101
H 4.089 -4.008 5.190 0.099
H 1.905 -4.772 4.317 0.104
H 0.442 -3.226 3.120 0.080
H -2.692 1.770 3.436 0.108
H -5.072 1.142 3.685 0.099
H -6.192 -0.192 1.936 0.098
H -4.948 -0.934 -0.057 0.099
H -4.225 -1.643 -2.119 0.100
H -4.862 -3.962 -2.605 0.102
H -3.374 -5.828 -1.943 0.070
H -1.259 -5.356 -0.770 0.084
H -0.606 -3.059 -0.282 0.030
H -2.182 -0.985 -3.705 -0.019
H -3.112 0.305 -5.524 0.111
H -4.155 2.528 -5.106 0.095
H -4.281 3.391 -2.786 0.097
H -3.381 2.069 -0.932 0.086
N 4.336 -0.648 -0.200 -0.028
N 4.416 0.463 0.678 0.005
C 3.360 0.858 1.480 -0.745
O 3.594 1.707 2.343 0.005
O 2.204 0.315 1.232 -0.433
H 4.190 -1.522 0.317 -0.008
H 5.221 -0.742 -0.679 0.083
H 5.307 0.673 1.098 0.135
O -0.086 -1.023 -2.302 -0.398
H -0.102 -0.402 -3.042 0.000
H -0.275 -1.887 -2.751 -0.129
S 1.257 -5.185 1.013 0.581
C 2.509 -4.153 0.888 -1.070
N 3.393 -3.397 0.776 -0.038
O 2.693 -6.894 -1.490 -0.126
N 1.699 -6.264 -1.501 -0.447
Se -1.141 -6.992 -3.780 -0.227
Sb 0.309 -5.086 -4.311 -0.229
Se 1.741 -5.401 -6.272 -0.337
Se -0.962 -2.959 -4.493 0.019
Se 1.901 -4.474 -2.318 0.356
```

Summary:
Orbital gap: 4.50 eV
HOMO: -1.68 eV
Multiplicity: 1
Charge: -2

This record from the Open Molecules 2025 dataset describes a structure of composition C56H48IrN3O3P3S3Sb at a distorted geometry. The level of theory is ωB97M-V with the def2-TZVPD basis set.

Geometry as XYZ:
```
118
Properties=species:S:1:pos:R:3:lowdin_charge:R:1
Ir 0.068 -0.732 -0.056 0.668
O -2.238 -1.138 -2.174 -0.103
C -3.543 -1.312 -1.772 -0.270
C -4.632 -1.301 -2.636 -0.010
C -5.902 -1.553 -2.144 -0.036
C -6.095 -1.807 -0.795 -0.048
C -5.027 -1.700 0.079 -0.089
C -3.744 -1.412 -0.389 -0.277
P -2.423 -0.807 0.719 1.108
C -3.124 0.992 0.954 -0.498
C -1.947 1.861 1.511 -0.207
C -2.349 2.939 2.476 -0.053
C -3.529 2.933 3.089 -0.050
C -4.516 1.895 2.809 -0.048
C -4.321 0.982 1.862 -0.074
C -2.814 -1.669 2.279 -0.379
C -3.196 -3.013 2.225 -0.120
C -3.489 -3.708 3.385 -0.054
C -3.394 -3.074 4.617 -0.052
C -2.984 -1.752 4.682 -0.059
C -2.685 -1.052 3.521 -0.097
C -1.765 -1.554 -3.403 -0.274
C -2.427 -2.423 -4.264 -0.010
C -1.918 -2.651 -5.532 -0.039
C -0.754 -2.025 -5.953 -0.052
C -0.034 -1.267 -5.048 -0.080
C -0.504 -1.070 -3.751 -0.288
P 0.623 -0.345 -2.514 1.016
C 2.156 -1.297 -2.795 -0.407
C 3.346 -0.806 -2.259 -0.131
C 4.517 -1.541 -2.328 -0.054
C 4.513 -2.793 -2.927 -0.052
C 3.334 -3.296 -3.457 -0.066
C 2.161 -2.560 -3.389 -0.139
C 0.887 1.288 -3.283 -0.354
C -0.211 2.148 -3.308 -0.104
C -0.118 3.386 -3.921 -0.067
C 1.072 3.773 -4.525 -0.067
C 2.157 2.911 -4.526 -0.064
C 2.071 1.670 -3.908 -0.084
H -4.497 -1.081 -3.684 0.126
H -6.743 -1.559 -2.825 0.122
H -7.079 -2.047 -0.418 0.119
H -5.194 -1.840 1.137 0.107
H -1.231 1.194 2.016 0.116
H -1.598 3.687 2.704 0.114
H -3.784 3.701 3.809 0.116
H -5.431 1.888 3.388 0.119
H -5.090 0.256 1.632 0.104
H -3.274 -3.513 1.266 0.114
H -3.797 -4.744 3.329 0.117
H -3.638 -3.612 5.524 0.116
H -2.903 -1.253 5.640 0.115
H -2.357 -0.023 3.596 0.104
H -3.328 -2.930 -3.955 0.119
H -2.449 -3.316 -6.200 0.120
H -0.389 -2.164 -6.961 0.118
H 0.921 -0.842 -5.330 0.123
H 3.359 0.162 -1.778 0.074
H 5.430 -1.136 -1.912 0.105
H 5.424 -3.375 -2.977 0.116
H 3.323 -4.271 -3.928 0.117
H 1.252 -2.983 -3.792 0.101
H -1.145 1.831 -2.860 0.098
H -0.978 4.044 -3.947 0.112
H 1.144 4.737 -5.012 0.114
H 3.077 3.198 -5.020 0.115
H 2.921 1.002 -3.932 0.102
O -0.207 -3.187 2.223 -0.342
N 0.329 -1.899 2.206 -0.112
C 0.472 -1.500 3.403 -0.099
C 1.197 -0.323 3.836 -0.192
C 1.288 -0.170 5.226 -0.012
C 2.110 0.780 5.795 -0.037
C 2.892 1.579 4.974 -0.026
C 2.788 1.461 3.598 -0.084
C 1.917 0.548 3.004 -0.272
P 1.901 0.538 1.160 1.051
C 3.645 0.014 0.956 -0.358
C 4.665 0.833 0.477 -0.088
C 5.971 0.363 0.448 -0.065
C 6.266 -0.917 0.891 -0.063
C 5.253 -1.734 1.372 -0.060
C 3.949 -1.270 1.404 -0.138
C 1.908 2.328 0.787 -0.362
C 2.302 2.735 -0.486 -0.112
C 2.330 4.077 -0.827 -0.049
C 1.945 5.037 0.099 -0.060
C 1.507 4.640 1.353 -0.065
C 1.476 3.296 1.693 -0.105
H -0.585 -3.304 1.330 -0.081
H 0.092 -2.146 4.195 0.146
H 0.714 -0.835 5.861 0.123
H 2.168 0.876 6.871 0.121
H 3.588 2.289 5.401 0.122
H 3.406 2.086 2.968 0.118
H 4.459 1.841 0.146 0.099
H 6.761 1.008 0.085 0.117
H 7.287 -1.275 0.867 0.116
H 5.478 -2.729 1.731 0.097
H 3.166 -1.907 1.801 0.016
H 2.583 1.996 -1.223 0.078
H 2.658 4.369 -1.816 0.110
H 1.984 6.087 -0.159 0.115
H 1.194 5.382 2.077 0.115
H 1.128 3.011 2.677 0.104
S 3.064 -4.477 2.973 -0.085
Sb 1.396 -5.049 1.619 0.808
S 1.705 -3.261 -0.223 0.064
S -0.177 -3.208 -0.885 0.160
N -3.574 1.523 -0.321 0.105
C -1.215 2.368 0.288 -0.521
N -1.367 3.640 -0.057 0.259
O -0.523 1.596 -0.388 -0.163
H -4.544 1.303 -0.509 0.102
H -3.004 1.231 -1.108 0.073
H -2.001 4.241 0.442 0.126
H -0.916 3.981 -0.892 0.126
```

Summary:
Orbital gap (spin up / spin down): 6.19 / 5.46 eV
Relative energy (zero: lowest compared OMol25 entry of this formula, charge and spin): 0.574 eV
HOMO (spin up / spin down): -11.78 / -12.85 eV
Multiplicity: 5
Expectation value of S²: 6.017
Charge: +2

This record from the Open Molecules 2025 dataset describes a structure of composition C56H49BBiNO3P2. The level of theory is ωB97M-V with the def2-TZVPD basis set.

Geometry as XYZ:
```
113
Properties=species:S:1:pos:R:3:lowdin_charge:R:1
Bi -1.699 0.513 -0.564 1.447
C -1.994 -4.965 4.163 -0.006
C -2.834 -3.927 3.401 -0.428
C -4.318 -4.076 3.778 -0.002
C -2.364 -2.529 3.772 -0.080
C -2.364 -2.114 5.101 0.011
C -1.962 -0.845 5.481 -0.032
C -1.550 0.054 4.516 -0.059
C -1.530 -0.321 3.173 -0.269
P -0.978 0.925 1.990 0.980
C -1.890 2.408 2.469 -0.396
C -1.289 3.443 3.180 -0.078
C -2.061 4.504 3.632 -0.057
C -3.426 4.531 3.383 -0.066
C -4.027 3.499 2.671 -0.055
C -3.261 2.440 2.217 -0.111
C 0.778 1.193 2.223 -0.369
C 1.550 0.223 2.858 -0.065
C 2.923 0.394 2.952 -0.050
C 3.519 1.528 2.418 -0.054
C 2.748 2.493 1.779 -0.050
C 1.380 2.324 1.670 -0.108
C -1.936 -1.610 2.824 -0.183
O -1.888 -1.898 1.488 -0.067
C -2.235 -3.155 1.049 -0.181
C -2.091 -3.364 -0.320 -0.268
C -2.381 -4.618 -0.852 -0.066
C -2.834 -5.627 -0.022 -0.033
C -2.978 -5.384 1.334 0.012
C -2.676 -4.150 1.906 -0.083
P -1.399 -2.074 -1.359 0.972
C 0.288 -2.586 -1.733 -0.348
C 0.685 -3.037 -2.988 -0.061
C 1.997 -3.442 -3.187 -0.046
C 2.904 -3.408 -2.138 -0.047
C 2.505 -2.973 -0.880 -0.054
C 1.201 -2.557 -0.677 -0.090
C -2.364 -1.928 -2.867 -0.391
C -1.863 -1.145 -3.911 -0.105
C -2.644 -0.907 -5.031 -0.050
C -3.926 -1.433 -5.111 -0.048
C -4.434 -2.191 -4.066 -0.051
C -3.662 -2.435 -2.941 -0.077
H -2.097 -4.833 5.239 0.088
H -0.937 -4.880 3.906 0.103
H -2.323 -5.977 3.930 0.088
H -4.460 -3.931 4.848 0.091
H -4.679 -5.073 3.527 0.091
H -4.932 -3.346 3.248 0.102
H -2.693 -2.807 5.865 0.125
H -1.978 -0.556 6.522 0.121
H -1.250 1.055 4.803 0.119
H -0.229 3.422 3.396 0.107
H -1.595 5.304 4.192 0.118
H -4.025 5.354 3.748 0.118
H -5.091 3.516 2.478 0.117
H -3.745 1.631 1.679 0.093
H 1.083 -0.654 3.290 0.111
H 3.525 -0.351 3.455 0.116
H 4.589 1.665 2.504 0.117
H 3.218 3.373 1.361 0.120
H 0.784 3.062 1.145 0.105
H -2.251 -4.800 -1.912 0.123
H -3.067 -6.601 -0.428 0.121
H -3.331 -6.184 1.972 0.125
H -0.022 -3.081 -3.807 0.109
H 2.309 -3.790 -4.162 0.118
H 3.925 -3.727 -2.300 0.112
H 3.212 -2.950 -0.062 0.117
H 0.894 -2.204 0.303 0.112
H -0.865 -0.724 -3.855 0.095
H -2.248 -0.312 -5.843 0.117
H -4.531 -1.251 -5.989 0.118
H -5.435 -2.596 -4.125 0.117
H -4.072 -3.024 -2.131 0.105
N -1.463 3.279 -0.576 0.103
C -1.700 4.396 -0.717 -0.106
C -1.982 5.786 -0.914 -0.220
C -2.499 6.534 0.143 -0.017
C -2.767 7.877 -0.052 -0.050
C -2.520 8.461 -1.288 -0.044
C -2.004 7.711 -2.337 -0.050
C -1.730 6.366 -2.157 -0.019
H -2.683 6.062 1.099 0.099
H -3.167 8.471 0.758 0.116
H -2.732 9.512 -1.436 0.118
H -1.814 8.174 -3.295 0.117
H -1.327 5.770 -2.964 0.123
C 7.045 1.246 -2.962 -0.037
C 6.331 0.058 -2.303 -0.558
C 6.763 -0.012 -0.838 -0.063
C 6.756 -1.245 -2.995 -0.037
C 4.819 0.233 -2.444 -0.149
C 4.257 0.331 -3.726 -0.008
C 2.896 0.489 -3.953 0.040
C 2.098 0.541 -2.833 -0.179
O 0.711 0.677 -2.737 0.118
B 0.470 0.639 -1.387 -0.827
O 1.602 0.510 -0.632 0.112
C 2.632 0.446 -1.568 -0.171
C 3.979 0.294 -1.331 0.072
H 8.125 1.134 -2.863 0.092
H 6.755 2.187 -2.490 0.093
H 6.816 1.319 -4.025 0.081
H 7.845 -0.133 -0.787 0.093
H 6.313 -0.862 -0.321 0.085
H 6.510 0.903 -0.297 0.086
H 7.837 -1.374 -2.915 0.093
H 6.498 -1.248 -4.053 0.082
H 6.278 -2.108 -2.526 0.081
H 4.910 0.287 -4.587 0.116
H 2.491 0.567 -4.952 0.129
H 4.348 0.222 -0.318 0.111
```

Summary:
Orbital gap: 7.49 eV
Relative energy (zero: lowest compared OMol25 entry of this formula, charge and spin): 0.000 eV
HOMO: -12.87 eV
Multiplicity: 1
Charge: +2